[1]
{
  "formula": "C24H25N3O3Zn",
  "method": "wB97M-V/def2-TZVPD",
  "multiplicity": 1,
  "relative_energy_kcal_mol": 168.1,
  "largest_force_ha_per_bohr": 0.1245,
  "gap_ha": [0.1557, 0.1580],
  "total_charge": 2,
  "symbols": ["C", "C", "H", "H", "C", "C", "H", "H", "C", "H", "H", "H", "C", "H", "H", "H", "Zn", "O", "C", "O", "C", "O", "N", "C", "C", "H", "H", "H", "H", "C", "C", "H", "H", "H", "C", "C", "N", "C", "C", "C", "C", "C", "C", "C", "C", "C", "N", "C", "H", "H", "H", "H", "H", "H", "H", "H"],
  "coordinates": [[-1.0131, -2.1576, -6.8633], [-1.8189, -1.2339, -7.3762], [-1.4681, -3.0389, -6.3898], [0.0420, -2.1406, -7.1361], [-2.1682, 0.0638, -6.9753], [-1.9664, 0.6516, -5.7227], [-2.5143, 0.3242, -4.8382], [-1.9486, 1.7543, -5.7633], [-2.1331, -1.8537, -8.7517], [-1.7315, -2.8872, -8.7924], [-1.6219, -1.3258, -9.5675], [-3.1963, -1.9427, -8.9785], [-2.8285, 0.7948, -8.1739], [-3.7504, 0.3138, -8.5082], [-2.1655, 0.7345, -9.0266], [-3.0467, 1.8442, -8.0272], [0.4784, 0.6527, 0.2672], [0.4838, -0.1692, -1.4663], [1.3333, -0.1530, -2.4049], [1.8990, 1.8881, -0.3963], [2.2341, 1.9616, -1.6151], [2.8444, 3.0098, -2.0710], [2.0901, 0.9799, -2.5911], [3.1268, 2.7940, -3.5092], [2.4260, 1.5319, -3.9171], [4.2081, 2.7187, -3.6577], [2.7570, 3.6495, -4.0726], [3.0167, 0.8532, -4.5325], [1.5013, 1.7453, -4.4656], [1.6698, -1.4197, -2.9309], [1.0325, -2.4433, -2.3069], [2.5001, -1.6369, -3.6739], [-0.0821, -2.3273, -2.0543], [1.3444, -3.5142, -2.4755], [1.8710, -2.8318, 2.5561], [1.6869, -1.9757, 1.4613], [0.8719, -0.9053, 1.5548], [0.0999, -0.7144, 2.6552], [0.2357, -1.5418, 3.7984], [1.1710, -2.5887, 3.7339], [-0.6016, -1.2645, 4.9179], [-1.5804, -0.2948, 4.8743], [-1.8131, 0.4861, 3.7061], [-2.8632, 1.4074, 3.5484], [-3.0670, 2.0553, 2.3328], [-2.1685, 1.8319, 1.2842], [-1.1056, 1.0137, 1.4556], [-0.9395, 0.3044, 2.6094], [2.5587, -3.6621, 2.4648], [2.1819, -2.1395, 0.4958], [1.3016, -3.2029, 4.6187], [-0.4509, -1.8564, 5.8144], [-2.2209, -0.0994, 5.7261], [-3.5161, 1.5717, 4.3937], [-3.8950, 2.7321, 2.1704], [-2.2851, 2.2963, 0.2937]],
  "forces_ev_per_angstrom": [[3.5, -3.4, 4.2], [-3.4, 3.9, -2.3], [0.6, 0.0, -0.5], [0.0, -0.2, 0.4], [-0.3, -1.9, -2.8], [-0.8, 1.5, 0.3], [0.8, -0.6, 0.1], [0.0, -0.4, 0.1], [-0.5, -0.2, -0.5], [-0.3, 0.6, 0.1], [-0.2, 0.1, 0.2], [-0.1, 0.3, -0.1], [0.5, 0.3, 0.4], [0.0, -0.1, 0.4], [0.2, 0.1, -0.3], [0.0, 0.2, 0.4], [0.0, -0.1, 0.4], [0.3, 0.7, -1.4], [-1.0, 0.6, 2.8], [0.5, 0.1, -2.2], [-0.6, -0.2, 2.2], [0.0, -0.5, -1.1], [-0.5, 0.2, -0.3], [1.0, 1.0, -0.4], [-0.7, -0.5, -0.1], [-0.2, 0.2, 0.4], [0.1, 0.1, 0.3], [0.2, 0.0, 0.3], [0.1, -0.1, 0.2], [1.3, -2.5, -1.1], [-1.8, -1.4, -2.4], [-0.9, 0.7, 1.3], [2.2, 0.0, 0.7], [-0.1, 1.4, 0.3], [-0.3, 0.2, 0.2], [-0.6, 0.8, 0.5], [0.1, -0.4, -0.3], [0.3, -0.4, 0.3], [-0.2, 0.8, -1.0], [0.2, 0.0, -0.4], [-1.0, 0.7, 0.5], [0.7, -0.9, 0.4], [0.8, -0.2, -1.0], [0.0, 0.2, -0.5], [0.3, -0.3, 0.3], [0.8, -0.6, 0.4], [-0.4, 0.3, -0.4], [-0.4, 0.3, -0.1], [-0.1, 0.0, 0.1], [-0.1, 0.2, 0.6], [0.1, -0.1, -0.2], [-0.1, 0.1, 0.0], [0.1, -0.2, 0.1], [-0.2, 0.1, 0.0], [0.0, -0.1, 0.1], [0.1, -0.2, 0.6]]
}

[2]
{
  "formula": "C32H47BrCl12N4O4PS",
  "method": "wB97M-V/def2-TZVPD",
  "multiplicity": 1,
  "largest_force_ha_per_bohr": 0.0167,
  "gap_ha": 0.2338,
  "total_charge": 1,
  "symbols": ["C", "C", "C", "C", "C", "C", "C", "C", "P", "N", "O", "C", "C", "O", "O", "C", "C", "C", "C", "C", "C", "C", "S", "C", "N", "N", "C", "O", "C", "C", "N", "C", "C", "C", "Br", "C", "C", "H", "H", "H", "H", "H", "H", "H", "H", "H", "H", "H", "H", "H", "H", "H", "H", "H", "H", "H", "H", "H", "H", "H", "H", "H", "H", "H", "H", "H", "H", "H", "H", "H", "H", "H", "C", "Cl", "Cl", "H", "H", "C", "Cl", "Cl", "H", "H", "C", "Cl", "Cl", "H", "H", "C", "Cl", "Cl", "H", "H", "C", "Cl", "Cl", "H", "H", "C", "Cl", "Cl", "H", "H"],
  "coordinates": [[1.0970, 6.2646, 1.9931], [1.4162, 4.9613, 1.3128], [1.9670, 4.9600, 0.0318], [2.2880, 3.7713, -0.5977], [2.0705, 2.5507, 0.0344], [2.5210, 1.2948, -0.6989], [2.6472, 0.0900, 0.1862], [1.7908, -1.0085, 0.0584], [0.4872, -0.9561, -1.2819], [1.5424, -0.9362, -2.6448], [-0.1621, -2.4445, -1.3147], [1.9270, -2.0626, 0.9708], [1.0409, -3.2874, 0.9500], [1.3069, -4.2327, 0.2490], [0.0528, -3.1813, 1.8224], [-1.2335, -3.7925, 1.4840], [-2.3269, -2.7203, 1.5677], [-3.2269, -2.6901, 0.3278], [-3.8634, -1.3217, 0.0570], [-4.5670, -0.6736, 1.2722], [-6.0290, -0.2933, 0.9772], [-6.4722, 0.9892, 1.6907], [-7.8308, 1.8459, 0.8477], [-6.9385, 2.7075, -0.3585], [-7.3596, 3.7490, -0.9845], [-6.3496, 4.0944, -1.8824], [-5.4146, 3.2450, -1.7033], [-5.6964, 2.3228, -0.7557], [2.9146, -2.0245, 1.9533], [3.7333, -0.9333, 2.0141], [3.6110, 0.0940, 1.1516], [4.5727, 1.2119, 1.3242], [5.6189, 1.3033, 0.1874], [5.7101, 2.7136, -0.3929], [6.1345, 2.6256, -2.2906], [1.4864, 2.5391, 1.2960], [1.1630, 3.7370, 1.9212], [0.0747, 6.5537, 1.7415], [1.7767, 7.0500, 1.6691], [1.1630, 6.1713, 3.0760], [2.1826, 5.8920, -0.4748], [2.7294, 3.7970, -1.5885], [1.8066, 1.1089, -1.4972], [3.4722, 1.4963, -1.1963], [2.4985, -1.2019, -2.4337], [1.1886, -1.5667, -3.3574], [0.4532, -3.1689, -1.5111], [-1.4037, -4.5638, 2.2311], [-1.1979, -4.2443, 0.4970], [-2.9500, -2.9726, 2.4263], [-1.8702, -1.7486, 1.7629], [-2.6533, -2.9540, -0.5633], [-4.0250, -3.4248, 0.4023], [-4.6033, -1.4810, -0.7311], [-3.1249, -0.6326, -0.3592], [-4.5170, -1.3320, 2.1394], [-4.0315, 0.2467, 1.5163], [-6.6953, -1.1146, 1.2441], [-6.1374, -0.1384, -0.0961], [-6.8892, 0.7611, 2.6713], [-5.6410, 1.6800, 1.8153], [-4.4847, 3.2172, -2.2442], [3.0367, -2.8265, 2.6665], [4.5115, -0.8639, 2.7587], [4.0464, 2.1496, 1.4808], [5.1050, 0.9976, 2.2472], [6.5893, 0.9969, 0.5749], [5.3476, 0.5729, -0.5741], [6.4427, 3.3382, 0.1054], [4.7334, 3.1871, -0.3683], [1.2892, 1.6028, 1.8077], [0.7372, 3.7371, 2.9172], [5.1356, 6.7750, 3.2188], [4.6961, 8.2598, 2.3708], [4.2203, 5.3816, 2.6128], [6.1894, 6.5786, 3.0309], [4.9260, 6.9014, 4.2742], [8.3190, 6.9508, 0.4764], [8.1796, 6.1770, 2.0676], [6.9428, 6.5597, -0.5580], [8.3585, 8.0233, 0.6213], [9.2234, 6.5887, 0.0037], [-5.6244, -5.9363, -1.0054], [-3.8747, -5.6448, -1.0611], [-6.5352, -4.4212, -1.0858], [-5.9018, -6.5627, -1.8462], [-5.8609, -6.4292, -0.0707], [6.9604, 4.8492, -5.5976], [6.2883, 6.3308, -6.2816], [6.4024, 3.4038, -6.4539], [8.0402, 4.8929, -5.6708], [6.6486, 4.7762, -4.5624], [-7.6494, -9.3611, -0.8097], [-6.7219, -8.8800, -2.2406], [-8.4702, -7.9827, -0.0649], [-8.3943, -10.0850, -1.1161], [-6.9721, -9.7906, -0.0846], [-4.5368, -12.3736, -2.4429], [-5.1368, -11.5907, -0.9722], [-5.0703, -14.0491, -2.5667], [-4.9162, -11.8233, -3.2960], [-3.4543, -12.3528, -2.4204]],
  "forces_ev_per_angstrom": [[-0.2, -0.2, 0.0], [0.0, 0.2, -0.2], [0.0, -0.2, 0.0], [0.0, 0.1, 0.0], [0.1, 0.0, 0.0], [-0.2, 0.3, 0.3], [0.1, 0.0, 0.0], [0.4, -0.4, 0.1], [-0.6, 0.6, -0.3], [0.2, -0.4, 0.5], [0.2, -0.1, 0.2], [0.0, 0.0, 0.2], [0.2, -0.5, -0.1], [-0.2, 0.4, 0.1], [0.1, 0.5, -0.6], [-0.4, -0.1, 0.5], [-0.1, -0.5, -0.1], [0.1, 0.7, -0.2], [-0.3, -0.3, 0.1], [-0.1, 0.2, -0.4], [0.2, 0.1, -0.1], [-0.2, -0.4, -0.1], [-0.1, -0.1, 0.2], [-0.1, 0.3, -0.1], [0.0, 0.0, 0.0], [-0.1, 0.0, 0.0], [0.1, 0.3, -0.4], [0.1, -0.3, 0.1], [-0.2, 0.2, -0.2], [0.0, -0.2, 0.0], [-0.2, 0.0, 0.1], [0.8, 0.1, 0.1], [-0.2, 0.0, 0.2], [-0.4, -0.4, -0.3], [0.2, 0.1, 0.0], [0.0, 0.1, -0.2], [0.1, 0.1, 0.1], [0.0, 0.1, 0.0], [0.0, 0.0, 0.0], [0.0, 0.0, 0.0], [-0.1, 0.1, 0.1], [0.0, 0.0, 0.0], [0.1, -0.2, 0.0], [0.0, -0.1, -0.1], [0.0, -0.1, -0.2], [0.0, 0.3, -0.2], [-0.1, -0.1, 0.1], [0.1, -0.1, -0.1], [0.3, 0.0, 0.0], [0.1, 0.3, 0.2], [0.0, 0.0, -0.1], [0.0, -0.1, 0.1], [0.1, -0.1, 0.2], [0.0, 0.1, -0.1], [0.1, 0.0, 0.1], [0.0, 0.1, 0.1], [0.1, -0.1, 0.2], [-0.1, 0.0, -0.1], [0.0, 0.0, 0.0], [0.1, 0.1, 0.1], [0.0, 0.1, 0.0], [0.1, -0.2, 0.2], [0.0, 0.0, 0.0], [0.0, 0.1, -0.1], [-0.2, -0.1, -0.2], [-0.2, 0.0, 0.1], [0.0, -0.1, -0.1], [0.1, 0.1, -0.2], [0.0, 0.1, -0.1], [0.1, 0.2, 0.1], [0.0, 0.0, 0.0], [0.0, -0.1, 0.0], [0.2, 0.0, 0.0], [0.0, 0.0, 0.0], [0.1, -0.1, 0.1], [-0.5, 0.1, 0.2], [-0.1, 0.0, 0.0], [0.0, 0.0, 0.0], [0.5, -0.1, -0.2], [0.0, 0.0, 0.0], [-0.1, 0.0, 0.0], [0.0, 0.0, 0.0], [0.0, 0.1, 0.0], [0.0, -0.3, -0.1], [0.0, 0.0, 0.0], [0.1, 0.2, 0.1], [0.0, 0.0, 0.0], [0.0, 0.0, 0.0], [0.0, 0.0, 0.0], [0.0, 0.0, 0.1], [0.0, 0.0, -0.1], [0.0, 0.0, 0.0], [-0.1, 0.0, 0.0], [-0.1, -0.2, -0.1], [0.0, 0.0, 0.0], [0.0, 0.0, 0.0], [0.1, 0.0, 0.0], [0.0, 0.0, -0.1], [0.2, -0.2, 0.1], [0.0, 0.0, 0.0], [0.0, 0.0, 0.0], [0.0, 0.0, 0.1]]
}

[3]
{
  "formula": "HNO3",
  "method": "wB97M-V/def2-TZVPD",
  "multiplicity": 1,
  "relative_energy_kcal_mol": 20.7,
  "largest_force_ha_per_bohr": 0.0132,
  "gap_ha": [0.3692, 0.2776],
  "total_charge": 0,
  "symbols": ["N", "O", "O", "O", "H"],
  "coordinates": [[0.9001, -2.2287, 1.5750], [0.8708, -3.3544, 1.4750], [0.4777, 0.0135, 0.3907], [0.8235, -1.1510, -0.1921], [1.0006, 0.0318, 1.1994]],
  "forces_ev_per_angstrom": [[-0.2, -0.4, -0.2], [0.1, 0.2, 0.0], [-0.5, 0.3, -0.3], [0.2, -0.3, 0.3], [0.5, 0.3, 0.2]]
}

Number 1: total energy -84306.3321 eV. Number 2: total energy -288526.7823 eV. Number 3: total energy -7642.1179 eV.